This record from the OMol25 dataset describes a structure of composition C3H3MgO2Rb at a distorted geometry. The level of theory is ωB97M-V with the def2-TZVPD basis set.

Structure (XYZ):
```
10
Properties=species:S:1:pos:R:3
O -0.5111 -0.0464 -0.0373
Rb -4.8604 1.9869 -0.2077
C 2.8785 -2.0449 -0.0679
C 3.3061 -3.2616 0.3554
O 4.0410 -1.7846 -0.8524
C 4.5755 -3.0622 -0.4224
H 2.9176 -4.0358 1.0136
H 4.7593 -3.7257 -1.2821
H 5.5105 -2.9322 0.1450
Mg 1.1378 -0.8169 -0.0097
```

The relative energy (zero: lowest compared OMol25 entry of this formula, charge and spin) comes out at 34.4 kcal/mol. The largest force on an atom comes out at 1.05 eV Å⁻¹. As for the total energy: -13349.3577 eV. The calculation puts the HOMO energy at -5.32 eV. The value obtained for the gap between HOMO and LUMO is 3.4 eV.

***

This record from the OMol25 dataset describes a cluster of 2 separate species, C4H7BrO in total at a distorted geometry. The level of theory is ωB97M-V with the def2-TZVPD basis set.

Structure (XYZ):
```
13
Properties=species:S:1:pos:R:3
C -1.7945 1.6996 -0.0201
C -2.1384 0.4692 0.0601
C 1.8726 -0.8979 -0.5243
C 0.8443 -0.5081 0.5403
O -0.3623 -0.9854 0.2428
Br -3.4272 -0.7471 -0.2621
H -2.5734 2.4601 -0.3343
H -0.9069 2.0791 0.5126
H 2.9570 -0.8611 -0.2292
H 1.7974 -1.9020 -0.7952
H 1.6630 -0.3768 -1.4629
H 0.7910 0.5564 0.7112
H 1.2773 -0.9861 1.5610
```

The relative energy (zero: lowest compared OMol25 entry of this formula, charge and spin) comes out at 120.6 kcal/mol. The largest force on an atom comes out at 4.09 eV Å⁻¹. As for the total energy: -76345.9961 eV. The calculation puts the HOMO energy (alpha / beta) at -8.75 / -8.74 eV. The value obtained for the gap between HOMO and LUMO (alpha / beta) is 7.6 / 7.6 eV.

***

This record from the OMol25 dataset describes a cluster of 3 separate species, C2H12NO2 in total at a distorted geometry. The level of theory is ωB97M-V with the def2-TZVPD basis set.

Structure (XYZ):
```
17
Properties=species:S:1:pos:R:3
C -1.8427 -0.7750 -1.1315
C -0.6119 0.1384 -1.0752
N 0.1408 0.3084 0.2615
H -2.5430 -0.4566 -1.9128
H -2.3200 -0.6927 -0.0725
H -1.5830 -1.8096 -1.3781
H -0.9824 1.2339 -1.1849
H 0.0355 -0.1472 -1.8444
H 0.2932 -0.5148 0.9064
H 1.1409 0.8298 0.0623
H -0.5157 0.9546 0.7917
H 0.4062 -2.5254 2.4842
H -0.3351 -1.5191 3.0115
O 0.2335 -1.6363 2.3641
H 3.3721 1.9721 0.1090
H 2.5716 2.7278 -1.0173
O 2.5400 1.9116 -0.3740
```

The relative energy (zero: lowest compared OMol25 entry of this formula, charge and spin) comes out at 28.9 kcal/mol. The largest force on an atom comes out at 6.97 eV Å⁻¹. As for the total energy: -7846.8939 eV. Its charge is +1. The calculation puts the HOMO energy at -16.10 eV. The value obtained for the gap between HOMO and LUMO is 13.0 eV.

***

This record from the OMol25 dataset describes a cluster of 2 separate species, C4H12 in total. The level of theory is ωB97M-V with the def2-TZVPD basis set.

Structure (XYZ):
```
16
Properties=species:S:1:pos:R:3
C -2.1449 1.4617 0.4997
C -2.0775 -0.0537 0.2431
H -2.2236 1.6497 1.5708
H -1.2790 1.9970 0.1180
H -3.0445 1.8858 0.0563
H -1.4721 -0.5562 1.0005
H -3.1030 -0.4419 0.2554
H -1.6613 -0.2640 -0.7468
C 1.8949 -1.2202 0.1524
C 2.3635 -0.1962 -0.8853
H 1.4480 -2.0838 -0.3275
H 2.7391 -1.5380 0.7640
H 1.1081 -0.8015 0.7900
H 2.8372 -0.6834 -1.7424
H 1.5280 0.3644 -1.2997
H 3.0872 0.4803 -0.4487
```

The relative energy (zero: lowest compared OMol25 entry of this formula, charge and spin) comes out at 2.1 kcal/mol. The largest force on an atom comes out at 0.58 eV Å⁻¹. As for the total energy: -4342.4358 eV. The calculation puts the HOMO energy at -11.81 eV. The value obtained for the gap between HOMO and LUMO is 12.9 eV. The SMILES is CC.CC.

***

This record from the OMol25 dataset describes a cluster of 2 separate species, F2NO2S in total at a distorted geometry. The level of theory is ωB97M-V with the def2-TZVPD basis set.

Structure (XYZ):
```
6
Properties=species:S:1:pos:R:3
N -0.9784 -0.4066 -0.1632
O 1.5481 0.1582 0.9388
O 0.3165 2.0790 0.2522
F -0.8167 -1.2964 -1.6690
F -0.8852 -1.3070 0.7798
S 0.8157 0.7727 -0.1387
```

The relative energy (zero: lowest compared OMol25 entry of this formula, charge and spin) comes out at 38.9 kcal/mol. The largest force on an atom comes out at 3.22 eV Å⁻¹. As for the total energy: -21852.3669 eV. Its charge is -1. The calculation puts the HOMO energy at -4.31 eV. The value obtained for the gap between HOMO and LUMO is 8.5 eV.

***

This record from the OMol25 dataset describes a structure of composition C54H48I2N7O2PPbTe at a distorted geometry. The level of theory is ωB97M-V with the def2-TZVPD basis set.

Structure (XYZ):
```
116
Properties=species:S:1:pos:R:3
Pb 0.3717 1.0602 0.2474
I -7.7365 2.4210 2.6895
C -5.8960 2.4275 1.6812
C -5.3533 3.6057 1.2189
C -4.1696 3.6013 0.4870
I -3.4697 5.5329 -0.0045
C -3.5114 2.4001 0.1858
O -2.4498 2.1536 -0.6241
C -4.0200 1.2205 0.7915
C -3.2547 -0.0772 0.6955
N -1.9535 -0.0251 1.3936
C -2.0237 0.5276 2.7471
C -1.8434 2.0312 2.8041
C -2.5670 2.7885 3.7182
C -2.2958 4.1397 3.8469
C -1.3117 4.7080 3.0508
C -0.6619 3.8960 2.1422
N -0.9144 2.5895 2.0171
C -5.2088 1.2398 1.4945
H -5.8529 4.5450 1.4113
H -3.8813 -0.8633 1.1314
H -3.0766 -0.3282 -0.3532
H -1.5896 -0.9724 1.4553
H -2.9638 0.2694 3.2462
H -1.2117 0.0841 3.3321
H -3.3306 2.3213 4.3266
H -2.8490 4.7429 4.5546
H -1.0600 5.7566 3.1211
H 0.1067 4.3000 1.4897
H -5.6013 0.3191 1.9079
N 0.2289 -2.7079 -2.8737
C 0.0100 -1.8218 -1.8988
N 0.8197 -0.8672 -1.5704
C 2.0114 -0.7092 -2.2809
N 2.9099 0.1588 -1.9540
N 2.6575 0.9294 -0.8556
C 3.6883 1.3107 -0.2088
C 3.5711 1.9899 1.0802
C 4.7286 2.3999 1.7338
C 4.6400 2.9299 3.0103
C 3.3918 3.0050 3.6043
C 2.2844 2.5774 2.8851
N 2.3552 2.1043 1.6446
C 2.2676 -1.5827 -3.4207
C 3.3825 -1.4312 -4.2487
C 3.5785 -2.2897 -5.3090
C 2.6713 -3.3218 -5.5522
C 1.5618 -3.4857 -4.7483
C 1.3572 -2.6092 -3.6884
H -0.4469 -3.4279 -3.0737
H -0.9212 -1.9217 -1.3492
H 4.6869 1.0495 -0.5561
H 5.6843 2.2923 1.2377
H 5.5298 3.2560 3.5312
H 3.2699 3.3866 4.6084
H 1.3035 2.6008 3.3383
H 4.0730 -0.6263 -4.0400
H 4.4370 -2.1685 -5.9550
H 2.8325 -3.9994 -6.3795
H 0.8492 -4.2788 -4.9410
O 1.2481 -0.8056 1.6446
P 1.3674 -2.2213 2.1299
C -0.2686 -2.9746 2.3273
C -0.8590 -3.6846 1.2826
C -2.1394 -4.1964 1.4318
C -2.8347 -3.9910 2.6166
C -2.2556 -3.2730 3.6543
C -0.9722 -2.7666 3.5129
C 2.2055 -2.2985 3.7207
C 2.9588 -1.1964 4.1145
C 3.6985 -1.2529 5.2855
C 3.6861 -2.4060 6.0572
C 2.9277 -3.5028 5.6685
C 2.1871 -3.4538 4.4995
C 2.2920 -3.2670 0.9839
C 2.2637 -4.6579 1.0794
C 3.0049 -5.4214 0.1927
C 3.7731 -4.8030 -0.7860
C 3.8147 -3.4187 -0.8737
C 3.0787 -2.6515 0.0164
H -0.3006 -3.8474 0.3681
H -2.5895 -4.7769 0.6366
H -3.8273 -4.4049 2.7362
H -2.7977 -3.1267 4.5794
H -0.4991 -2.2210 4.3215
H 2.9531 -0.3057 3.4963
H 4.2892 -0.4005 5.5954
H 4.2672 -2.4513 6.9687
H 2.9158 -4.3980 6.2759
H 1.5890 -4.3058 4.1982
H 1.6634 -5.1404 1.8413
H 2.9860 -6.5008 0.2657
H 4.3493 -5.4053 -1.4762
H 4.4249 -2.9397 -1.6291
H 3.1043 -1.5699 -0.0205
C -2.5942 2.4424 -7.8327
C -2.2942 2.4903 -6.3640
C -3.2286 2.9650 -5.4522
C -2.9526 3.0797 -4.0972
C -4.0319 3.6188 -3.2019
C -1.6841 2.6886 -3.6333
Te -1.0883 3.2285 -1.6355
C -0.7364 2.1707 -4.5250
C 0.6388 1.7372 -4.1083
C -1.0672 2.0703 -5.8699
H -3.5431 2.9256 -8.0554
H -2.6416 1.4114 -8.1876
H -1.8095 2.9459 -8.3979
H -4.2044 3.2760 -5.8083
H -5.0161 3.3479 -3.5826
H -3.9844 4.7082 -3.1618
H -3.9523 3.2242 -2.1948
H 0.6704 1.5491 -3.0400
H 1.3846 2.5001 -4.3434
H 0.9236 0.8315 -4.6443
H -0.3275 1.6692 -6.5553
```

The relative energy (zero: lowest compared OMol25 entry of this formula, charge and spin) comes out at 8.1 kcal/mol. The largest force on an atom comes out at 1.28 eV Å⁻¹. As for the total energy: -109324.2751 eV. Its charge is +2. The calculation puts the HOMO energy at -11.88 eV. The value obtained for the gap between HOMO and LUMO is 6.6 eV.